Below is a molecular structure, C16H54F3N24O14Ti in a non-equilibrium geometry, with properties calculated with ωB97M-V/def2-TZVPD.

```
112
C16H54F3N24O14Ti | the Open Molecules 2025 dataset | ωB97M-V/def2-TZVPD
Ti 1.932 -1.282 -0.837
C -0.864 -0.739 -0.004
O 0.325 -0.493 0.676
O -0.587 -1.501 -1.178
C -2.045 -1.190 0.926
F -3.186 -1.341 0.307
F -1.809 -2.236 1.641
F -2.387 -0.159 1.741
C 0.538 0.803 1.210
C 2.016 1.130 1.096
H 2.421 1.039 0.088
H 2.162 2.194 1.283
H 2.628 0.457 1.697
H 0.347 0.784 2.283
H 0.007 1.666 0.809
H -1.277 0.217 -0.326
C -3.584 -5.625 3.477
O -4.553 -5.683 4.225
N -3.066 -6.543 2.769
N -2.858 -4.564 3.353
H -2.308 -6.539 2.102
H -3.460 -7.449 2.980
H -2.919 -3.685 3.847
H -2.206 -4.626 2.584
C 2.106 -3.374 -3.362
O 2.788 -3.133 -2.405
N 0.851 -3.101 -3.402
N 2.611 -3.640 -4.517
H 0.352 -2.686 -2.628
H 0.509 -3.937 -3.854
H 2.073 -3.511 -5.362
H 3.617 -3.707 -4.587
C -2.767 1.340 -3.752
O -2.232 1.355 -4.856
N -2.848 0.279 -2.951
N -3.310 2.518 -3.452
H -3.213 0.429 -2.021
H -2.513 -0.622 -3.262
H -4.005 2.426 -2.724
H -3.480 3.131 -4.236
C -3.595 -3.668 -2.845
O -3.581 -2.812 -3.673
N -2.768 -3.622 -1.833
N -4.603 -4.531 -2.807
H -2.187 -2.798 -1.785
H -2.866 -4.427 -1.230
H -5.466 -4.299 -3.277
H -4.668 -5.098 -1.973
C 0.661 -1.076 5.972
O 1.509 -1.912 6.013
N 0.241 -0.457 7.043
N 0.373 -0.506 4.842
H 0.696 -0.641 7.926
H -0.234 0.417 6.864
H -0.314 0.232 4.901
H 0.894 -0.800 4.028
C 4.235 4.249 -0.910
O 3.939 3.735 -1.948
N 3.487 4.602 0.178
N 5.438 4.329 -0.456
H 2.486 4.468 0.154
H 4.004 4.522 1.041
H 6.169 3.916 -1.016
H 5.714 5.022 0.225
C 0.482 -5.137 0.379
O 0.206 -6.138 1.097
N 1.611 -4.427 0.522
N -0.195 -4.858 -0.584
H 2.275 -4.631 1.255
H 1.588 -3.631 -0.099
H -0.404 -3.904 -0.844
H -0.934 -5.530 -0.731
C 1.975 0.434 -3.293
O 2.676 0.000 -2.442
N 0.621 0.344 -3.470
N 2.455 1.311 -4.139
H 0.187 0.761 -4.281
H 0.065 0.046 -2.682
H 3.363 1.729 -3.993
H 1.696 1.606 -4.736
C 1.141 5.824 2.655
O 2.149 6.535 2.674
N 1.150 4.568 2.925
N -0.036 6.397 2.324
H 0.306 4.069 2.681
H 1.992 4.149 3.292
H -0.872 5.831 2.355
H 0.106 7.386 2.172
C -5.221 1.889 0.013
O -4.475 2.672 -0.573
N -4.853 0.938 0.840
N -6.456 1.701 -0.320
H -5.371 0.810 1.697
H -3.904 0.598 0.782
H -7.116 1.188 0.246
H -6.793 2.344 -1.023
C 5.333 0.880 2.330
O 5.684 -0.199 2.865
N 4.869 1.943 2.931
N 5.603 1.274 1.127
H 4.642 1.820 3.908
H 4.801 2.814 2.425
H 5.239 2.208 1.010
H 6.180 0.830 0.426
C 0.459 3.601 -1.562
O 0.622 3.865 -0.403
N 1.265 3.607 -2.556
N -0.632 3.002 -1.915
H 0.987 3.102 -3.386
H 2.251 3.742 -2.386
H -1.360 2.511 -1.416
H -0.723 2.876 -2.912
```

Electronic energy   -113166.0190 eV
E_LUMO (alpha / beta)   0.0625 / 0.0608 Eh
HOMO (alpha / beta)   0.1 / -7.1 eV
Net charge   -1
2S+1   5
<S²>   6.00

Here are the Mulliken charges for atoms 1 to 4, given in e:
1 Ti 0.22
2 C 0.44
3 O -0.28
4 O 0.73

=====

Below is 11 unconnected molecules or ions with the total composition C16H54N4O11 in a non-equilibrium geometry, with properties calculated with ωB97M-V/def2-TZVPD.

```
85
C16H54N4O11 | the Open Molecules 2025 dataset | ωB97M-V/def2-TZVPD
C -3.508 -0.259 -1.810
C -2.210 -0.438 -2.573
O -2.330 0.133 -3.858
H -3.525 -0.580 -0.770
H -4.206 -0.918 -2.418
H -3.952 0.703 -1.806
H -1.872 -1.467 -2.764
H -1.456 0.017 -2.052
H -3.242 0.005 -4.200
C 1.006 4.517 0.627
C 2.414 3.875 0.892
O 2.727 3.794 2.249
H 0.745 4.793 -0.366
H 0.860 5.438 1.158
H 0.374 3.777 1.049
H 3.214 4.476 0.453
H 2.480 2.912 0.387
H 3.021 4.653 2.487
C -1.756 1.280 1.063
C -0.748 0.239 0.698
O 0.222 0.948 -0.014
H -1.299 2.059 1.738
H -2.592 0.862 1.565
H -2.159 1.781 0.118
H -1.063 -0.603 0.100
H -0.332 -0.183 1.579
H 0.744 0.394 -0.619
C 0.716 -2.665 -2.638
C 1.945 -1.760 -2.450
O 1.394 -0.522 -2.204
H 0.301 -2.581 -3.581
H 0.026 -2.341 -1.867
H 0.981 -3.688 -2.412
H 2.687 -1.801 -3.283
H 2.538 -2.044 -1.642
H 1.057 -0.288 -3.028
C -0.377 4.426 -3.537
C -0.997 3.254 -2.738
O 0.173 2.540 -2.262
H -1.201 4.913 -4.034
H 0.238 4.000 -4.263
H 0.127 5.092 -2.928
H -1.615 2.603 -3.271
H -1.388 3.636 -1.806
H -0.099 2.063 -1.474
C 0.389 1.472 3.928
O -0.688 0.588 4.072
N 1.043 2.018 4.868
N 0.950 1.773 2.732
H 0.516 1.967 5.701
H 1.746 2.808 4.766
H 0.614 1.332 1.891
H 1.626 2.530 2.552
C -2.398 -2.500 2.439
O -3.231 -1.685 1.692
N -1.589 -2.072 3.431
N -2.325 -3.778 2.259
H -1.414 -1.038 3.590
H -0.799 -2.680 3.799
H -2.751 -4.057 1.391
H -1.392 -4.261 2.464
C 3.774 0.590 -0.884
O 3.722 0.809 -2.209
H 2.819 0.843 -0.364
H 4.578 1.182 -0.481
H 4.109 -0.437 -0.661
H 2.938 0.401 -2.514
C -3.003 -3.609 -1.082
O -3.177 -4.664 -0.159
H -3.773 -2.929 -0.786
H -3.305 -3.978 -2.039
H -2.105 -3.028 -1.014
H -3.988 -5.159 -0.490
C 2.375 -1.194 1.873
O 3.705 -1.697 2.176
H 1.914 -1.441 0.962
H 2.337 -0.125 1.856
H 1.686 -1.522 2.665
H 4.230 -1.058 2.637
C 0.313 -3.617 0.615
O 0.375 -4.154 1.849
H -0.268 -4.318 0.044
H 1.287 -3.556 0.097
H -0.107 -2.603 0.591
H 1.246 -4.173 2.231
```

Electronic energy   -45945.8840 eV
E_LUMO   0.0100 Eh
HOMO   -8.5 eV
Net charge   0
SMILES   NC(N)=O.NC(N)=O.CCO.CCO.CCO.CCO.CCO.CO.CO.CO.CO
Relative energy (zero: lowest compared OMol25 entry of this formula, charge and spin)   0.6895 eV
2S+1   1

Here are the Mulliken charges for atoms 1 to 4, given in e:
1 C -1.31
2 C 1.52
3 O -0.58
4 H 0.15

=====

Below is 12 unconnected molecules or ions with the total composition C16H56N4O12 in a non-equilibrium geometry, with properties calculated with ωB97M-V/def2-TZVPD.

```
88
C16H56N4O12 | the Open Molecules 2025 dataset | ωB97M-V/def2-TZVPD
C -14.238 10.625 -7.752
C -13.326 9.434 -8.008
O -13.819 8.962 -9.242
H -14.350 11.286 -8.592
H -13.959 11.208 -6.845
H -15.222 10.207 -7.488
H -13.284 8.634 -7.224
H -12.240 9.787 -8.112
H -13.568 8.035 -9.299
C -8.504 6.319 -1.943
C -9.755 6.003 -2.804
O -10.105 7.133 -3.551
H -8.192 5.491 -1.247
H -8.702 7.088 -1.206
H -7.682 6.719 -2.511
H -10.539 5.556 -2.212
H -9.424 5.238 -3.510
H -10.888 6.839 -4.055
C -11.530 11.840 -5.648
C -10.982 11.350 -4.310
O -9.957 10.488 -4.644
H -11.780 11.071 -6.329
H -10.811 12.530 -6.145
H -12.471 12.372 -5.452
H -11.821 10.814 -3.802
H -10.709 12.178 -3.601
H -9.660 9.961 -3.867
C -13.741 10.677 -1.340
C -13.410 10.706 0.047
O -13.009 9.380 0.283
H -14.617 9.990 -1.573
H -12.870 10.512 -2.004
H -14.159 11.639 -1.663
H -14.308 10.927 0.703
H -12.534 11.282 0.311
H -13.810 8.851 0.416
C -13.902 5.942 -2.270
O -14.041 7.202 -1.646
N -14.361 5.610 -3.419
N -13.212 5.010 -1.711
H -15.002 6.202 -3.906
H -14.302 4.663 -3.702
H -12.721 5.439 -0.882
H -12.934 4.174 -2.200
C -10.103 9.718 -1.548
O -10.062 10.859 -0.722
N -9.150 9.365 -2.328
N -11.075 8.834 -1.557
H -8.252 9.904 -2.384
H -9.287 8.505 -2.897
H -11.889 8.985 -0.937
H -10.979 8.110 -2.211
C -11.499 6.569 -8.034
O -12.499 6.499 -9.102
H -11.662 5.946 -7.244
H -11.427 7.574 -7.675
H -10.467 6.312 -8.473
H -12.001 6.569 -9.969
C -8.733 10.809 -7.789
O -9.693 9.856 -7.321
H -8.342 10.514 -8.767
H -7.975 11.040 -7.025
H -9.376 11.647 -7.983
H -10.178 10.134 -6.556
C -14.877 10.524 -4.421
O -15.342 11.757 -3.856
H -14.878 9.770 -3.675
H -13.796 10.501 -4.683
H -15.340 10.167 -5.350
H -14.618 12.246 -3.442
C -15.781 7.000 -6.176
O -16.096 7.451 -4.919
H -16.558 6.300 -6.535
H -14.851 6.468 -6.243
H -15.724 7.731 -6.934
H -16.987 7.753 -4.969
C -12.583 8.167 -4.788
O -12.384 6.789 -4.768
H -12.537 8.476 -3.719
H -13.555 8.370 -5.259
H -11.746 8.602 -5.340
H -13.152 6.358 -4.323
C -13.176 4.076 -6.379
O -13.657 4.209 -7.707
H -13.752 4.727 -5.718
H -12.111 4.316 -6.288
H -13.345 3.057 -5.963
H -13.139 4.830 -8.188
```

Electronic energy   -48024.9912 eV
E_LUMO   -0.0054 Eh
HOMO   -8.6 eV
Net charge   0
SMILES   NC(N)=O.NC(N)=O.CCO.CCO.CCO.CCO.CO.CO.CO.CO.CO.CO
Relative energy (zero: lowest compared OMol25 entry of this formula, charge and spin)   3.6336 eV
2S+1   1

Here are the Mulliken charges for atoms 1 to 4, given in e:
1 C -1.31
2 C 1.54
3 O -0.69
4 H 0.38